An isolated molecule of C5H10FN in a non-equilibrium geometry. Source: OMol25; level of theory: ωB97M-V with the def2-TZVPD basis set.

Calculated values
Orbital gap   9.6 eV
Lowest unoccupied orbital energy   0.0386 hartree
SMILES   C[C@H]1N(F)C1(C)C
Charge   0
Energy relative to the best compared isomer or geometry (same formula, charge and spin)   70.5 kcal per mole

XYZ file:
```
17
Properties=species:S:1:pos:R:3:nbo_charge:R:1
C -0.1490 -0.8026 -2.0396 -0.647
C -0.6923 -0.7465 -0.6505 -0.088
N 0.1689 -1.2509 0.3939 -0.056
F -0.4913 -2.0199 1.3909 -0.280
C 0.1380 0.1771 0.6035 0.134
C -0.7762 0.8113 1.6071 -0.643
C 1.4064 0.8912 0.2475 -0.632
H 0.7234 -1.4522 -2.0655 0.231
H 0.1381 0.1903 -2.3848 0.215
H -0.8978 -1.1971 -2.7234 0.222
H -1.7572 -0.7259 -0.4817 0.212
H -0.2032 1.0560 2.5032 0.217
H -1.5757 0.1292 1.8893 0.233
H -1.2168 1.7267 1.2125 0.220
H 2.1723 0.6789 0.9927 0.224
H 1.2277 1.9636 0.2236 0.216
H 1.7848 0.5709 -0.7188 0.223
```